Record 1
C5H11NO | ωB97M-V/def2-TZVPD

Computed properties:
- SMILES string = C=NC(=C)CC.O
- energy above the lowest of the compared OMol25 structures with the same formula, charge and spin (kcal/mol) = 48.6
- LUMO (eV) = 0.84
- frontier orbital gap (eV) = 10.22
- HOMO energy (Eh) = -0.3445

Structure (ORCA input):
```
! RIJCOSX wB97M-V def2-TZVPD def2/J DEFGRID3
* xyz 0 1
C 1.42317 1.09200 -1.30425
C -0.08706 0.85176 -1.42215
C -0.62346 -0.13250 -0.40523
C -0.66363 -1.44797 -0.60741
C -1.87266 0.11529 1.51807
N -0.80762 0.39268 0.91202
H 1.79234 1.55414 -2.21666
H 1.65409 1.73206 -0.45315
H 1.91145 0.12670 -1.16922
H -0.32393 0.42533 -2.39792
H -0.63282 1.76947 -1.17696
H -0.43123 -1.84740 -1.59246
H -1.06301 -2.17263 0.08530
H -1.94455 0.42695 2.56869
H -2.68935 -0.52396 1.21175
H 0.96615 -0.64945 2.73652
H 1.64123 -0.69793 1.40445
O 1.75090 -1.01453 2.30863
*
```

Here are the natural (NBO) charges for atoms 1 to 4, given in e:
1 C -0.6002
2 C -0.4373
3 C 0.1490
4 C -0.4514

=====

Record 2
C5H11NO | ωB97M-V/def2-TZVPD

Computed properties:
- SMILES string = CC[C@H]1C[C@H](O)N1
- energy above the lowest of the compared OMol25 structures with the same formula, charge and spin (kcal/mol) = 32.2
- LUMO (eV) = 1.06
- frontier orbital gap (eV) = 10.34
- HOMO energy (Eh) = -0.3409

Structure (ORCA input):
```
! RIJCOSX wB97M-V def2-TZVPD def2/J DEFGRID3
* xyz 0 1
C -2.11103 -0.72699 -0.94906
C -1.41708 -0.02712 0.21864
C -0.03398 0.48954 -0.14919
C 0.84903 0.96688 1.02205
N 0.98885 -0.52549 -0.48915
C 1.79920 -0.20543 0.68318
O 3.12846 0.09962 0.37802
H -2.12778 -0.08205 -1.83570
H -1.59409 -1.65311 -1.22722
H -3.14497 -0.98888 -0.70232
H -2.02171 0.82847 0.54929
H -1.34045 -0.70776 1.07860
H -0.14402 1.22273 -0.96108
H 3.09720 0.56815 -0.46835
H 1.31026 1.95137 0.90753
H 0.37228 0.90025 2.00510
H 0.66770 -1.48505 -0.57292
H 1.85349 -0.98201 1.45452
*
```

Here are the natural (NBO) charges for atoms 1 to 4, given in e:
1 C -0.6081
2 C -0.4086
3 C -0.0386
4 C -0.4499

=====

Record 3
C5H11NO | ωB97M-V/def2-TZVPD

Computed properties:
- energy above the lowest of the compared OMol25 structures with the same formula, charge and spin (kcal/mol) = 100.9
- LUMO (spin up / spin down) (eV) = 0.20 / 0.20
- frontier orbital gap (spin up / spin down) (eV) = 7.81 / 7.80
- HOMO energy (spin up / spin down) (Eh) = -0.2794 / -0.2793

Structure (ORCA input):
```
! RIJCOSX wB97M-V def2-TZVPD def2/J DEFGRID3
* xyz 0 1
C 2.40523 0.15593 -0.47013
N 1.56021 -0.69369 0.09926
C 0.57236 -0.04478 0.94869
O 0.98435 0.73453 1.79905
C -0.67405 -0.05649 0.27288
C -1.26095 -1.25409 -0.44026
C -1.69302 0.94257 0.75705
H 1.06256 1.10599 -1.19101
H 2.98638 -0.17187 -1.32512
H 2.76529 0.97239 0.14340
H 1.23322 -1.44869 -0.48931
H 0.27118 0.89613 -0.89342
H -2.05428 -1.70356 0.17410
H -0.55200 -2.06069 -0.66150
H -1.72475 -0.95773 -1.38890
H -2.38638 1.21589 -0.04674
H -2.29225 0.52459 1.57936
H -1.20310 1.84357 1.13261
*
```

Here are the natural (NBO) charges for atoms 1 to 4, given in e:
1 C -0.1015
2 N -0.5308
3 C 0.5598
4 O -0.6446

=====

Record 4
C5H11NO | ωB97M-V/def2-TZVPD

Computed properties:
- SMILES string = N/C=C/CCCO
- energy above the lowest of the compared OMol25 structures with the same formula, charge and spin (kcal/mol) = 55.9
- LUMO (eV) = 0.99
- frontier orbital gap (eV) = 8.61
- HOMO energy (Eh) = -0.2799

Structure (ORCA input):
```
! RIJCOSX wB97M-V def2-TZVPD def2/J DEFGRID3
* xyz 0 1
C 1.76303 0.17596 -0.01871
O 1.73596 0.29052 -1.45521
C 1.12720 -1.08293 0.54999
C -0.22036 -1.48025 -0.13336
C -1.40572 -0.56739 0.20071
C -1.36597 0.76167 0.10397
N -2.04175 1.76872 0.76407
H 1.31064 1.08740 0.33621
H 2.80512 0.21795 0.31585
H 2.34550 -0.38367 -1.79587
H 1.87759 -1.81322 0.82757
H 0.70327 -0.75221 1.52238
H -0.53593 -2.49883 0.06377
H -0.09178 -1.37682 -1.22355
H -2.33215 -1.08715 0.42151
H -0.58218 1.17716 -0.54930
H -2.35877 1.67402 1.70399
H -1.83414 2.71093 0.49720
*
```

Here are the natural (NBO) charges for atoms 1 to 4, given in e:
1 C -0.0712
2 O -0.7282
3 C -0.4506
4 C -0.4285

=====

Record 5
C5H11NO | ωB97M-V/def2-TZVPD

Computed properties:
- SMILES string = CCNCCC=O
- energy above the lowest of the compared OMol25 structures with the same formula, charge and spin (kcal/mol) = 103.6
- LUMO (eV) = 0.96
- frontier orbital gap (eV) = 9.36
- HOMO energy (Eh) = -0.3088

Structure (ORCA input):
```
! RIJCOSX wB97M-V def2-TZVPD def2/J DEFGRID3
* xyz 0 1
C -0.47927 0.08017 1.34936
N -0.58952 -0.31176 0.00328
C -0.02662 0.33558 -1.16292
C 1.08865 -0.88095 -2.06210
C 1.94815 -0.19485 -0.89910
O 2.88011 0.59838 -0.96044
C -1.75780 0.75671 1.99740
H -0.31356 -0.91002 1.89020
H 0.36718 0.85254 1.50564
H -0.57115 -1.35962 -0.09769
H 0.50908 1.28438 -0.98751
H -0.80783 0.56165 -1.85347
H 0.63764 -1.88050 -2.08941
H 1.35147 -0.72488 -3.13776
H 1.91822 -0.74578 0.04312
H -1.74898 1.82520 1.88079
H -2.62258 0.23317 1.50102
H -1.78315 0.48058 3.07958
*
```

Here are the natural (NBO) charges for atoms 1 to 4, given in e:
1 C -0.2077
2 N -0.6659
3 C -0.2055
4 C -0.5037

=====

Record 6
C5H11NO | ωB97M-V/def2-TZVPD

Computed properties:
- SMILES string = CCN(C=O)CC
- energy above the lowest of the compared OMol25 structures with the same formula, charge and spin (kcal/mol) = 22.5
- LUMO (eV) = 0.86
- frontier orbital gap (eV) = 10.07
- HOMO energy (Eh) = -0.3384

Structure (ORCA input):
```
! RIJCOSX wB97M-V def2-TZVPD def2/J DEFGRID3
* xyz 0 1
C 0.40016 -0.85170 1.80694
N 0.32033 -0.19789 0.63717
C 0.44266 -0.87924 -0.64893
C -0.84714 -1.63470 -0.96718
C -0.09360 1.23124 0.66993
C 0.25207 2.06199 -0.55720
O -0.07655 -0.47270 2.86211
H 0.94233 -1.80531 1.71333
H 1.22980 -1.63958 -0.56463
H 0.72169 -0.18059 -1.42489
H -1.71552 -0.96291 -0.89515
H -1.01533 -2.54791 -0.40841
H -0.85665 -1.84050 -2.04899
H -1.14220 1.38008 0.94057
H 0.57292 1.52741 1.47991
H -0.39934 1.83193 -1.41154
H -0.01097 3.08657 -0.28719
H 1.27534 1.89383 -0.89584
*
```

Here are the natural (NBO) charges for atoms 1 to 4, given in e:
1 C 0.5291
2 N -0.4394
3 C -0.2132
4 C -0.6241

=====

Record 7
C5H11NO | ωB97M-V/def2-TZVPD

Computed properties:
- SMILES string = CCN(C)C(C)=O
- energy above the lowest of the compared OMol25 structures with the same formula, charge and spin (kcal/mol) = 38.7
- LUMO (eV) = 0.86
- frontier orbital gap (eV) = 10.11
- HOMO energy (Eh) = -0.3400

Structure (ORCA input):
```
! RIJCOSX wB97M-V def2-TZVPD def2/J DEFGRID3
* xyz 0 1
C 0.47073 -1.93881 0.80185
C 0.64032 -0.37199 0.90979
N 0.00997 0.44088 -0.05165
C -0.28622 -0.09139 -1.41310
C -1.68647 0.09963 -1.87320
C 0.14187 1.85252 0.03400
O 1.02954 0.06473 1.97322
H 0.47383 -2.17975 1.96855
H -0.53843 -2.20789 0.50403
H 1.20577 -2.46150 0.28000
H 0.48030 0.39756 -1.97884
H -0.08714 -1.24602 -1.45626
H -2.12394 -0.73992 -1.29068
H -2.21448 0.96726 -1.65922
H -1.86219 -0.11712 -2.87561
H 0.53345 1.93971 1.05504
H -0.80868 2.51052 -0.04716
H 0.95397 2.23339 -0.68020
*
```

Here are the natural (NBO) charges for atoms 1 to 4, given in e:
1 C -0.7171
2 C 0.6935
3 N -0.4559
4 C -0.1977

=====

Record 8
C5H11NO | ωB97M-V/def2-TZVPD

Computed properties:
- SMILES string = CCC(=O)N(C)C
- energy above the lowest of the compared OMol25 structures with the same formula, charge and spin (kcal/mol) = 17.9
- LUMO (eV) = 0.86
- frontier orbital gap (eV) = 9.94
- HOMO energy (Eh) = -0.3337

Structure (ORCA input):
```
! RIJCOSX wB97M-V def2-TZVPD def2/J DEFGRID3
* xyz 0 1
C -0.64206 1.50007 -0.19750
C 0.78998 2.02512 -0.23378
C -0.71422 0.09644 -0.79957
N -0.39085 -0.97415 -0.00723
C 0.14456 -2.15343 -0.67712
C -0.20257 -0.85058 1.42122
O -0.85432 -0.02328 -2.00354
H -0.95241 1.43953 0.84925
H -1.25961 2.13935 -0.82117
H 1.38551 1.60437 0.57657
H 0.76833 3.07402 0.06847
H 1.37777 1.94845 -1.14683
H 1.23386 -2.08443 -0.80024
H -0.27793 -2.23785 -1.66526
H -0.04627 -3.00211 -0.03155
H 0.50144 -0.05934 1.70805
H 0.27841 -1.74281 1.81798
H -1.13962 -0.69935 1.94225
*
```

Here are the natural (NBO) charges for atoms 1 to 4, given in e:
1 C -0.4920
2 C -0.6024
3 C 0.6881
4 N -0.4499

=====

Record 9
C5H11NO | ωB97M-V/def2-TZVPD

Computed properties:
- energy above the lowest of the compared OMol25 structures with the same formula, charge and spin (kcal/mol) = 85.3
- LUMO (spin up / spin down) (eV) = 0.57 / 0.57
- frontier orbital gap (spin up / spin down) (eV) = 7.74 / 7.74
- HOMO energy (spin up / spin down) (Eh) = -0.2636 / -0.2637

Structure (ORCA input):
```
! RIJCOSX wB97M-V def2-TZVPD def2/J DEFGRID3
* xyz 0 1
C 1.24845 -0.26426 -1.85420
C 1.30020 -0.76170 -0.44741
C 0.84135 0.07411 1.62542
N 0.37090 -0.49942 0.47320
C -1.07384 -0.61558 0.23653
C -1.74723 0.75027 0.09906
O -1.72327 1.47902 1.29355
H 0.28611 -0.42571 -2.35204
H 2.04317 -0.72708 -2.44664
H 1.43520 0.82364 -1.85647
H 2.25873 -1.04872 -0.02724
H 1.76052 0.63435 1.50597
H 0.61032 -0.36768 2.58838
H -1.23233 -1.23236 -0.65251
H -1.50682 -1.13950 1.09635
H -1.27116 1.30095 -0.72936
H -2.79927 0.60042 -0.17029
H -0.80103 1.41923 1.61772
*
```

Here are the natural (NBO) charges for atoms 1 to 4, given in e:
1 C -0.6734
2 C -0.0167
3 C -0.4613
4 N -0.2846

=====

Record 10
C5H11NO | ωB97M-V/def2-TZVPD

Computed properties:
- SMILES string = CNC(C)=O.C=C
- energy above the lowest of the compared OMol25 structures with the same formula, charge and spin (kcal/mol) = 95.3
- LUMO (eV) = 0.67
- frontier orbital gap (eV) = 9.29
- HOMO energy (Eh) = -0.3169

Structure (ORCA input):
```
! RIJCOSX wB97M-V def2-TZVPD def2/J DEFGRID3
* xyz 0 1
C 0.32616 2.19653 -2.03828
C 0.92849 2.13360 -0.82629
C 1.14479 -0.47712 -0.33431
C 0.23329 -1.34083 0.52530
C -1.78778 -1.59150 1.75108
H -0.73015 2.42942 -2.10866
H 0.84192 1.77293 -2.87671
H 0.28491 2.44200 -0.06235
H 2.04948 1.84915 -0.75581
H 0.88814 0.73469 -0.43195
H 1.65306 -0.81234 -1.21455
H 2.00374 -0.53151 0.42305
H -1.53903 -0.31771 -0.00190
H -1.43553 -2.61180 2.17159
H -1.86454 -0.81970 2.55337
H -2.79251 -1.80424 1.44147
N -1.00587 -1.02999 0.67414
O 0.80144 -2.22158 1.11081
*
```

Here are the natural (NBO) charges for atoms 1 to 4, given in e:
1 C -0.3852
2 C -0.4729
3 C -0.7021
4 C 0.6545

=====

Record 11
C5H11NO | ωB97M-V/def2-TZVPD

Computed properties:
- SMILES string = C=C/C=C/CN.O
- energy above the lowest of the compared OMol25 structures with the same formula, charge and spin (kcal/mol) = 54.7
- LUMO (eV) = 0.87
- frontier orbital gap (eV) = 9.73
- HOMO energy (Eh) = -0.3257

Structure (ORCA input):
```
! RIJCOSX wB97M-V def2-TZVPD def2/J DEFGRID3
* xyz 0 1
N 2.19158 -0.28073 -2.32863
C 1.94226 0.28691 -1.00623
C -1.75264 -1.17504 1.30781
C -1.47514 -1.20754 0.00955
C -0.39432 -0.53041 -0.71141
C 0.86874 -0.48773 -0.27835
H 2.58177 0.38022 -2.98653
H 1.37249 -0.68702 -2.77492
H 2.88047 0.28474 -0.46439
H 1.59237 1.32134 -1.07011
H -2.61994 -1.71228 1.65642
H -1.08820 -0.71011 2.02488
H -2.17435 -1.75608 -0.61753
H -0.62106 -0.08746 -1.67243
H 1.03712 -0.88658 0.71311
H -1.48063 1.60961 2.83131
H -2.15179 2.62180 1.96711
O -1.34509 2.50582 2.48941
*
```

Here are the natural (NBO) charges for atoms 1 to 4, given in e:
1 N -0.8394
2 C -0.2554
3 C -0.3981
4 C -0.1976

=====

Record 12
C5H11NO | ωB97M-V/def2-TZVPD

Computed properties:
- SMILES string = CCCCNC=O
- energy above the lowest of the compared OMol25 structures with the same formula, charge and spin (kcal/mol) = 17.2
- LUMO (eV) = 0.87
- frontier orbital gap (eV) = 10.58
- HOMO energy (Eh) = -0.3569

Structure (ORCA input):
```
! RIJCOSX wB97M-V def2-TZVPD def2/J DEFGRID3
* xyz 0 1
O -1.56598 -1.45177 1.42169
C -0.39052 -1.39106 1.69243
N 0.60794 -1.10865 0.79598
C 0.38901 -0.74642 -0.62181
C -0.57704 0.43275 -0.71492
C 0.10570 1.78335 -0.51825
C 1.11731 2.06236 -1.64259
H 0.06574 -1.60912 2.66988
H 1.51220 -1.47674 1.08441
H 1.36445 -0.41072 -1.00147
H 0.08442 -1.66197 -1.12619
H -1.01778 0.30231 -1.72843
H -1.46025 0.34622 -0.07592
H 0.56850 1.89858 0.45663
H -0.64942 2.58022 -0.60236
H 1.51181 3.07162 -1.51606
H 0.61657 1.94852 -2.60536
H 2.02194 1.48897 -1.52860
*
```

Here are the natural (NBO) charges for atoms 1 to 4, given in e:
1 O -0.6066
2 C 0.5284
3 N -0.6301
4 C -0.2215

=====

Record 13
C5H11NO | ωB97M-V/def2-TZVPD

Computed properties:
- energy above the lowest of the compared OMol25 structures with the same formula, charge and spin (kcal/mol) = 117.1
- LUMO (eV) = -0.79
- frontier orbital gap (eV) = 8.38
- HOMO energy (Eh) = -0.3369

Structure (ORCA input):
```
! RIJCOSX wB97M-V def2-TZVPD def2/J DEFGRID3
* xyz 0 1
C 0.52557 -0.33446 1.29257
N -0.70931 -0.62775 0.51463
C -1.30849 0.69612 0.14985
C -0.99727 1.23680 -1.27170
C 0.15804 0.74827 -2.08199
O 0.75841 -0.28266 -1.91078
C 1.52415 -1.49318 1.37502
H 1.07610 0.53538 0.88590
H 0.05445 -0.02675 2.23681
H -0.33984 -0.85046 -0.41292
H -0.96767 1.44965 0.85366
H -2.39320 0.63132 0.22718
H -1.88361 -0.24475 -1.74717
H -1.36383 2.23422 -1.52705
H 0.49432 1.57746 -2.71948
H 1.08864 -2.48772 1.49169
H 2.08982 -1.47294 0.43966
H 2.19372 -1.28857 2.20412
*
```

Here are the natural (NBO) charges for atoms 1 to 4, given in e:
1 C -0.2157
2 N -0.6202
3 C -0.2657
4 C -0.3294